Entry 1:
Below is a single C17H25NO4 molecule at a distorted geometry, with properties calculated with the ωB97M-V functional and the def2-TZVPD basis.

Output
LUMO energy ... 0.31 eV
Kohn-Sham gap ... 0.318 hartree
Energy relative to the best compared isomer or geometry (same formula, charge and spin) ... 506.9 kJ/mol
Structure (SMILES) ... O=C(CNCCCOC1CCCCC1)c1ccc(O)c(O)c1

The geometry in ORCA input format:
```
! wB97M-V def2-TZVPD RIJCOSX def2/J DEFGRID3
* xyz 0 1
O -4.91665 2.40800 1.75728
C -4.69901 1.24414 1.42247
C -3.27890 0.72874 1.42374
N -2.36255 1.27151 0.34079
C -0.95554 1.01708 -0.02899
C -0.55558 -0.36005 0.30518
C 0.52074 -0.80300 -0.75021
O 1.73854 -0.15018 -0.47659
C 2.96639 -0.48711 -1.15396
C 2.98816 0.35105 -2.48253
C 4.28869 0.61261 -3.13270
C 5.28289 1.18754 -2.06488
C 5.46150 0.22665 -0.89822
C 4.09956 -0.00889 -0.21588
C -5.84802 0.22074 1.44377
C -6.74624 0.17637 2.54988
C -7.55783 -0.93228 2.68172
C -7.65488 -1.96273 1.70067
O -8.25220 -3.12820 1.85756
C -6.96455 -1.72245 0.46934
O -7.04092 -2.58134 -0.66367
C -6.06439 -0.65056 0.33725
H -2.85666 0.95921 2.35535
H -3.30896 -0.36470 1.38774
H -2.55159 2.19392 0.16307
H -0.31282 1.60863 0.58781
H -0.79252 1.23744 -1.02733
H -0.06012 -0.48528 1.31851
H -1.43327 -0.94640 0.17658
H 0.16337 -0.57105 -1.71776
H 0.62135 -1.84187 -0.53633
H 2.93521 -1.57765 -1.31234
H 2.41264 -0.12543 -3.31521
H 2.62515 1.31866 -2.32234
H 4.26852 1.30379 -4.08936
H 4.77910 -0.30458 -3.52139
H 4.86238 2.06874 -1.70398
H 6.34407 1.33396 -2.44431
H 5.99764 -0.66704 -1.19904
H 6.19407 0.67713 -0.32616
H 3.85999 0.82000 0.42924
H 4.17352 -0.80852 0.55837
H -6.79877 0.79570 3.39415
H -8.18987 -1.10721 3.65804
H -8.16525 -3.65196 1.02213
H -6.21561 -2.50962 -1.23836
H -5.45234 -0.38787 -0.59118
*
```

=====

Entry 2:
Below is a single C17H25NO4 molecule, with properties calculated with the ωB97M-V functional and the def2-TZVPD basis.

Output
LUMO energy ... 0.75 eV
Kohn-Sham gap ... 0.345 hartree
Energy relative to the best compared isomer or geometry (same formula, charge and spin) ... 10.2 kJ/mol
Structure (SMILES) ... CCCCOc1ccccc1C(=O)NCCCCCC(=O)O

The geometry in ORCA input format:
```
! wB97M-V def2-TZVPD RIJCOSX def2/J DEFGRID3
* xyz 0 1
C -0.68637 2.31385 4.42705
C -0.73935 1.32015 3.27395
C 0.41951 0.32653 3.33218
C 0.36071 -0.68360 2.18352
O 0.42260 -0.07233 0.90943
C 1.62502 0.28181 0.36345
C 2.84096 0.15335 1.02468
C 4.02540 0.52364 0.41310
C 4.02269 1.02441 -0.87501
C 2.82160 1.13852 -1.54498
C 1.61577 0.78680 -0.94838
C 0.40553 0.91237 -1.81036
O 0.49925 0.88187 -3.03149
N -0.77045 1.10006 -1.18129
C -2.02989 1.23519 -1.87162
C -3.01810 0.10232 -1.57427
C -2.56050 -1.25423 -2.12132
C -1.72125 -2.06253 -1.12681
C -0.77450 -3.04655 -1.83755
C 0.37992 -2.22952 -2.36862
O 1.37687 -1.98460 -1.73893
O 0.13807 -1.74589 -3.58309
H -0.74201 1.79440 5.38121
H 0.24114 2.88154 4.39992
H -1.51746 3.01230 4.36743
H -1.68552 0.77446 3.30529
H -0.69724 1.86320 2.32706
H 0.38626 -0.22597 4.27322
H 1.36084 0.87771 3.29424
H 1.14161 -1.44461 2.28442
H -0.61090 -1.18878 2.19345
H 2.88236 -0.24822 2.02462
H 4.95391 0.41127 0.95345
H 4.94577 1.30976 -1.35525
H 2.78718 1.50185 -2.56132
H -0.79201 1.05442 -0.17496
H -2.48484 2.19204 -1.58662
H -1.80068 1.26113 -2.93966
H -3.96723 0.37726 -2.03807
H -3.18433 0.03447 -0.49646
H -1.98096 -1.08186 -3.02842
H -3.43393 -1.84646 -2.40275
H -1.11447 -1.39515 -0.51322
H -2.38116 -2.62094 -0.45891
H -1.29089 -3.55075 -2.65301
H -0.39152 -3.77738 -1.12575
H 0.72262 -0.98728 -3.78354
*
```

=====

Entry 3:
Below is a single C17H25NO4 molecule, with properties calculated with the ωB97M-V functional and the def2-TZVPD basis.

Output
LUMO energy ... 0.62 eV
Kohn-Sham gap ... 0.335 hartree
Energy relative to the best compared isomer or geometry (same formula, charge and spin) ... 22.5 kJ/mol
Structure (SMILES) ... CCCCCCOc1ccc([C@H](CC(=O)NC)C(=O)O)cc1

The geometry in ORCA input format:
```
! wB97M-V def2-TZVPD RIJCOSX def2/J DEFGRID3
* xyz 0 1
C 7.74759 1.22527 0.82944
C 7.27805 0.12655 -0.11684
C 6.36389 0.64026 -1.23018
C 5.05736 1.27738 -0.75065
C 4.17046 0.36702 0.09786
C 3.72889 -0.89454 -0.64812
O 2.78086 -1.64745 0.08214
C 1.48445 -1.24440 0.12987
C 0.94103 -0.16220 -0.55583
C -0.40770 0.12505 -0.43887
C -1.24183 -0.64579 0.35717
C -2.71876 -0.32622 0.46151
C -3.43252 -0.56878 -0.87716
C -4.94165 -0.44437 -0.70261
O -5.64414 -1.38544 -0.39476
N -5.41610 0.79842 -0.92324
C -6.80522 1.13808 -0.73750
C -2.82538 1.11544 0.90190
O -3.04612 2.05886 0.18407
O -2.60327 1.25030 2.20972
C -0.69528 -1.72153 1.04660
C 0.64517 -2.01926 0.93391
H 8.21801 2.03238 0.27173
H 8.47385 0.82889 1.53540
H 6.91655 1.63661 1.39635
H 6.76865 -0.65205 0.45300
H 8.15225 -0.33359 -0.58391
H 6.90922 1.38951 -1.80982
H 6.13409 -0.18688 -1.90497
H 4.49359 1.59757 -1.63124
H 5.28582 2.17305 -0.17081
H 4.68918 0.07117 1.01029
H 3.28086 0.92550 0.39954
H 4.57332 -1.57687 -0.77229
H 3.34170 -0.64092 -1.64303
H 1.55033 0.46571 -1.18627
H -0.80964 0.97216 -0.97556
H -3.16514 -0.95414 1.23720
H -3.07224 0.14109 -1.62137
H -3.20996 -1.58390 -1.20697
H -4.76034 1.55540 -1.05138
H -7.20219 1.61498 -1.63504
H -6.93467 1.81278 0.11180
H -7.34664 0.21248 -0.54768
H -2.62716 2.18508 2.47017
H -1.32642 -2.33337 1.67346
H 1.07465 -2.85651 1.46067
*
```

=====

Entry 4:
Below is 2 unconnected molecules or ions with the total composition C17H25O2S2Si at a distorted geometry, with properties calculated with the ωB97M-V functional and the def2-TZVPD basis.

Output
LUMO energy ... -4.93 eV
Kohn-Sham gap ... 0.210 hartree

The geometry in ORCA input format:
```
! wB97M-V def2-TZVPD RIJCOSX def2/J DEFGRID3
* xyz 1 1
C 4.36995 0.60136 -1.08853
Si 2.87054 0.39354 -2.17523
C 2.70498 1.85659 -3.31935
C 2.89994 -1.22562 -3.09462
O 1.61300 0.35053 -0.99638
C 0.32885 0.20312 -1.29986
C -0.62470 0.19368 -0.29157
C -2.02474 0.29373 -0.70922
C -2.21533 -0.34878 -2.08906
C -1.30365 0.33404 -3.07075
O 0.08437 0.23837 -2.59535
H 5.27527 0.61263 -1.70842
H 4.33762 1.54790 -0.53439
H 4.47087 -0.21996 -0.36891
H 3.55700 1.84616 -4.01557
H 1.78713 1.82196 -3.91948
H 2.72860 2.80640 -2.76822
H 3.77127 -1.22619 -3.76665
H 2.99157 -2.07572 -2.40423
H 1.99895 -1.36537 -3.70745
H -0.22840 0.69303 0.60351
H -2.70317 -0.14693 0.03217
H -2.27678 1.37553 -0.79394
H -1.99422 -1.42243 -2.03777
H -3.24696 -0.22534 -2.43378
H -1.31336 -0.13303 -4.05792
H -1.53367 1.40472 -3.15088
C -4.32177 1.16053 3.36644
C -3.12007 1.83241 3.61304
C -1.90725 1.23248 3.29469
C -1.90953 -0.01886 2.64896
C -0.66424 -0.56551 2.09772
S -0.57312 -2.21892 1.64408
C 1.05143 -2.56111 2.43355
C 1.89267 -1.28815 2.40507
S 0.81606 0.15347 2.66127
C -3.09917 -0.76685 2.57016
C -4.30619 -0.15272 2.88743
H -5.27301 1.65626 3.56435
H -3.12215 2.83586 4.04109
H -0.95754 1.72266 3.54548
H 0.90178 -2.91488 3.46229
H 1.52483 -3.35384 1.84733
H 2.63094 -1.25220 3.21724
H 2.40902 -1.15923 1.44232
H -3.06195 -1.82306 2.27941
H -5.23567 -0.70229 2.73996
*
```

=====

| no. | HOMO level (eV) |
| --- | --- |
| 1 | -8.3 |
| 2 | -8.6 |
| 3 | -8.5 |
| 4 | -10.6 |